(1)
C12H6O10Tl as an isolated structure in a non-equilibrium geometry. Source: the OMol25 dataset; level of theory: ωB97M-V with the def2-TZVPD basis set.

```
! wB97M-V def2-TZVPD RIJCOSX def2/J DEFGRID3
* xyz -3 1
Tl -3.16 0.59 0.79
C 1.01 0.18 -4.20
C 1.99 -0.17 -3.34
C 1.65 -0.40 -1.89
O 2.51 -0.79 -0.97
C 0.42 -0.20 -1.33
C -0.57 0.35 -2.15
C -0.32 0.49 -3.73
O -1.25 0.83 -4.43
O -1.62 0.72 -1.67
O 3.17 -0.32 -3.88
H 1.32 0.19 -5.24
H 0.26 -0.41 -0.28
C 0.99 0.71 3.98
C 2.04 -0.18 3.91
C 2.03 -1.44 3.05
O 3.13 -2.15 2.80
C 0.91 -1.78 2.33
C -0.28 -0.95 2.33
C -0.17 0.43 3.19
O -1.17 1.20 3.10
O -1.32 -1.23 1.86
O 2.93 0.05 4.84
H 0.92 1.61 4.57
H 0.85 -2.60 1.63
O -3.53 2.84 -0.95
H -3.74 3.71 -0.54
O -4.45 -0.16 -1.78
H -4.54 -1.11 -2.00
*
```

Properties
**Energy above the lowest of the compared OMol25 structures with the same formula, charge and spin**: 0.00 kJ/mol
**HOMO**: 0.89 eV
**Electronic energy**: -37698.219 eV
**Largest force on an atom**: 7.2 eV Å⁻¹

***

(2)
A 2-piece molecular cluster, C15H19F2N3O5P overall in a non-equilibrium geometry. Source: the OMol25 dataset; level of theory: ωB97M-V with the def2-TZVPD basis set.

```
! wB97M-V def2-TZVPD RIJCOSX def2/J DEFGRID3
* xyz 1 1
C -2.92 0.07 2.03
P -2.02 -1.08 3.13
O -3.26 -1.56 4.10
N -1.89 -2.59 2.18
C -2.99 -2.89 1.19
C -2.43 -2.41 -0.20
N -1.08 -1.91 0.18
C -0.79 -2.56 1.33
N 0.34 -3.13 1.61
F 0.49 -3.64 2.85
C 1.50 -3.22 0.75
C 2.37 -1.96 0.90
O 2.89 -1.75 1.96
C 2.46 -1.04 -0.27
C 2.39 -1.51 -1.59
C 2.47 -0.63 -2.65
C 2.62 0.73 -2.41
C 2.72 1.20 -1.11
C 2.64 0.32 -0.03
H -2.19 0.77 1.63
H -3.51 -0.37 1.24
H -3.60 0.63 2.68
H -3.40 -2.51 4.10
H -3.94 -2.47 1.50
H -3.04 -3.97 1.11
H -3.00 -1.66 -0.75
H -2.31 -3.28 -0.83
H -0.38 -1.80 -0.54
H 2.07 -4.10 1.06
H 1.14 -3.40 -0.26
H 2.30 -2.57 -1.79
H 2.42 -1.02 -3.66
H 2.67 1.42 -3.25
H 2.84 2.26 -0.91
H 2.73 0.70 0.98
C 0.07 5.97 -1.98
C -0.40 4.54 -1.80
O 0.81 3.87 -1.51
C 1.66 4.77 -0.92
O 2.64 4.48 -0.33
O 1.20 6.02 -1.10
F -0.93 4.02 -2.94
H 0.39 6.15 -3.01
H -0.67 6.72 -1.69
H -1.10 4.39 -0.98
*
```

Properties
**HOMO**: -12.38 eV
**Electronic energy**: -45286.493 eV
**Largest force on an atom**: 1.0 eV Å⁻¹

***

(3)
An isolated ion of composition C4H9N2 and charge +1 in a non-equilibrium geometry. Source: the OMol25 dataset; level of theory: ωB97M-V with the def2-TZVPD basis set.

```
! wB97M-V def2-TZVPD RIJCOSX def2/J DEFGRID3
* xyz 1 1
C 0.40 -1.37 0.12
C -1.01 -1.25 -0.67
C -0.85 0.80 0.89
C 0.22 0.37 -0.03
N -1.19 0.23 -0.44
N 1.24 1.34 -0.32
H 0.30 -1.75 1.08
H 1.35 -1.78 -0.39
H -0.76 -1.55 -1.64
H -1.85 -1.98 -0.27
H -1.22 0.30 1.78
H -1.18 1.81 0.99
H 1.02 1.96 -1.13
H 2.19 0.80 -0.34
H 1.34 2.08 0.38
*
```

Properties
**Energy above the lowest of the compared OMol25 structures with the same formula, charge and spin**: 461.99 kJ/mol
**HOMO**: -13.84 eV
**Structure (SMILES)**: [NH3+][C@]12CCN1C2
**Electronic energy**: -7263.354 eV
**Largest force on an atom**: 5.5 eV Å⁻¹

***

(4)
CH4S3Si as an isolated structure in a non-equilibrium geometry. Source: the OMol25 dataset; level of theory: ωB97M-V with the def2-TZVPD basis set.

```
! wB97M-V def2-TZVPD RIJCOSX def2/J DEFGRID3
* xyz 0 1
C 1.22 -0.12 -0.10
Si -1.70 -0.15 0.03
S 0.62 1.43 -0.24
S 2.96 -0.37 0.05
S 0.00 -1.51 -0.06
H -1.69 0.67 1.37
H -1.75 0.64 -1.28
H -2.64 -1.46 -0.14
H 2.98 0.87 0.37
*
```

Properties
**Energy above the lowest of the compared OMol25 structures with the same formula, charge and spin**: 59.97 kJ/mol
**HOMO**: -8.99 eV
**Electronic energy**: -41483.985 eV
**Largest force on an atom**: 2.5 eV Å⁻¹

***

(5)
C76H74F11NNbO as an isolated structure in a non-equilibrium geometry. Source: the OMol25 dataset; level of theory: ωB97M-V with the def2-TZVPD basis set.

```
! wB97M-V def2-TZVPD RIJCOSX def2/J DEFGRID3
* xyz -1 1
O -1.21 -6.58 -2.40
C -0.47 -5.33 -2.15
C 0.87 -5.24 -1.15
C 1.61 -3.77 -0.89
C 1.11 -2.37 -1.58
C -0.22 -2.44 -2.56
C -0.96 -3.89 -2.81
C -2.31 -3.89 -3.76
N -3.37 -3.04 -3.10
C -3.45 -3.24 -1.61
C -4.92 -2.74 -0.98
C -6.21 -3.32 -1.81
Nb -6.27 -5.59 -1.69
H -2.18 -6.51 -2.12
H 1.23 -6.23 -0.65
H 2.53 -3.78 -0.15
H 1.59 -1.32 -1.40
H -0.68 -1.47 -3.09
H -2.75 -4.99 -3.89
H -2.07 -3.49 -4.86
H -3.12 -2.04 -3.29
H -2.64 -2.60 -1.00
H -3.25 -4.37 -1.29
H -4.89 -3.05 0.16
H -4.86 -1.54 -0.98
H -6.13 -2.90 -2.93
H -7.18 -2.90 -1.26
H -5.29 -5.46 -0.15
H -7.83 -5.55 -0.76
H -7.09 -5.61 -3.30
H -4.67 -5.60 -2.59
H -6.15 -7.40 -1.61
F -7.80 -8.33 -3.38
C -7.47 -9.35 -4.18
C -6.12 -9.63 -4.41
C -5.77 -10.69 -5.24
C -6.77 -11.46 -5.85
C -8.12 -11.17 -5.62
C -8.47 -10.11 -4.78
H -5.36 -9.02 -3.94
H -4.72 -10.92 -5.42
H -6.50 -12.28 -6.50
H -8.89 -11.76 -6.10
H -9.51 -9.88 -4.58
F -6.48 -0.53 1.79
C -5.85 0.61 1.47
C -6.54 1.81 1.52
C -5.88 3.00 1.19
C -4.54 2.96 0.80
C -3.86 1.75 0.75
C -4.51 0.56 1.09
H -7.59 1.82 1.81
H -6.41 3.95 1.23
H -4.03 3.89 0.54
H -2.81 1.72 0.45
H -3.99 -0.39 1.07
F 7.90 -0.89 0.04
C 6.91 -1.18 -0.80
C 6.15 -0.15 -1.35
C 5.11 -0.45 -2.23
C 4.84 -1.78 -2.56
C 5.60 -2.81 -2.00
C 6.64 -2.51 -1.12
H 6.37 0.88 -1.08
H 4.52 0.35 -2.67
H 4.03 -2.01 -3.24
H 5.38 -3.84 -2.25
H 7.25 -3.30 -0.69
F 7.76 -5.09 -0.72
C 8.91 -5.59 -0.27
C 10.08 -4.83 -0.38
C 11.28 -5.35 0.09
C 11.32 -6.62 0.66
C 10.15 -7.38 0.77
C 8.94 -6.86 0.31
H 10.03 -3.85 -0.83
H 12.19 -4.76 0.02
H 12.26 -7.03 1.03
H 10.18 -8.37 1.21
H 8.02 -7.43 0.39
F -1.77 -0.14 -9.32
C -1.10 -1.23 -8.95
C -0.55 -2.06 -9.93
C 0.16 -3.20 -9.56
C 0.31 -3.51 -8.20
C -0.25 -2.67 -7.23
C -0.95 -1.53 -7.60
H -0.69 -1.81 -10.98
H 0.59 -3.84 -10.31
H 0.86 -4.40 -7.91
H -0.13 -2.92 -6.17
H -1.37 -0.87 -6.86
F -5.01 5.81 -0.43
C -5.41 6.77 0.42
C -4.60 7.10 1.51
C -5.01 8.10 2.38
C -6.23 8.76 2.17
C -7.03 8.42 1.08
C -6.61 7.43 0.19
H -3.67 6.57 1.66
H -4.39 8.37 3.23
H -6.55 9.54 2.85
H -7.97 8.94 0.91
H -7.22 7.16 -0.67
F -2.18 3.53 3.15
C -1.45 2.71 3.93
C -0.65 3.26 4.93
C 0.10 2.41 5.74
C 0.06 1.03 5.53
C -0.74 0.49 4.52
C -1.50 1.34 3.72
H -0.62 4.33 5.07
H 0.72 2.82 6.53
H 0.65 0.37 6.16
H -0.77 -0.58 4.36
H -2.13 0.94 2.93
F -5.06 9.41 4.84
C -5.28 8.56 5.84
C -5.85 7.32 5.58
C -6.08 6.43 6.62
C -5.74 6.79 7.93
C -5.18 8.04 8.19
C -4.94 8.93 7.14
H -6.11 7.06 4.56
H -6.52 5.45 6.42
H -5.92 6.09 8.75
H -4.92 8.32 9.21
H -4.49 9.90 7.32
F -6.52 4.08 8.70
C -7.80 3.70 8.67
C -8.69 4.22 9.61
C -10.03 3.83 9.58
C -10.46 2.91 8.62
C -9.56 2.39 7.69
C -8.23 2.79 7.71
H -8.34 4.93 10.35
H -10.74 4.24 10.30
H -11.51 2.60 8.60
H -9.90 1.66 6.95
H -7.51 2.40 6.99
F 13.02 3.12 -3.17
C 12.21 2.29 -2.50
C 11.58 1.24 -3.17
C 10.75 0.38 -2.46
C 10.54 0.57 -1.10
C 11.18 1.62 -0.43
C 12.02 2.48 -1.13
H 11.75 1.12 -4.23
H 10.26 -0.45 -2.98
H 9.89 -0.11 -0.55
H 11.01 1.77 0.63
H 12.53 3.30 -0.63
F 15.15 7.61 1.80
C 14.63 7.38 0.59
C 13.97 8.41 -0.08
C 13.43 8.17 -1.35
C 13.54 6.90 -1.92
C 14.20 5.87 -1.24
C 14.75 6.12 0.02
H 13.89 9.38 0.38
H 12.92 8.97 -1.88
H 13.12 6.71 -2.90
H 14.28 4.88 -1.69
H 15.27 5.33 0.56
*
```

Properties
**HOMO**: -4.78 eV
**Electronic energy**: -114975.163 eV
**Largest force on an atom**: 4.8 eV Å⁻¹

***

(6)
A 2-piece molecular cluster, C3H13N4 overall in a non-equilibrium geometry. Source: the OMol25 dataset; level of theory: ωB97M-V with the def2-TZVPD basis set.

```
! wB97M-V def2-TZVPD RIJCOSX def2/J DEFGRID3
* xyz 1 1
C 2.27 0.01 -0.27
C -2.09 -0.10 1.17
C 1.01 -0.22 -1.01
N 1.86 0.16 1.15
N -2.65 0.76 0.10
N 0.24 0.78 -0.70
N 0.71 -1.13 -1.90
H 2.85 0.89 -0.54
H 3.03 -0.83 -0.45
H -1.92 0.49 2.00
H -1.16 -0.57 0.91
H 2.74 0.39 1.59
H 0.52 1.28 0.08
H -3.35 0.29 -0.50
H -0.24 -1.29 -2.29
H -3.08 1.67 0.38
H -0.79 0.80 -0.96
H -2.91 -0.76 1.61
H 1.35 -1.95 -2.01
H 1.61 -0.67 1.63
*
```

Properties
**Energy above the lowest of the compared OMol25 structures with the same formula, charge and spin**: 183.66 kJ/mol
**HOMO**: -13.10 eV
**Electronic energy**: -9275.641 eV
**Largest force on an atom**: 5.2 eV Å⁻¹

***

(7)
A 15-piece molecular cluster, C15H60N30O15 overall in a non-equilibrium geometry. Source: the OMol25 dataset; level of theory: ωB97M-V with the def2-TZVPD basis set.

```
! wB97M-V def2-TZVPD RIJCOSX def2/J DEFGRID3
* xyz 0 1
C 3.07 12.20 20.80
O 3.19 11.01 20.68
N 2.75 13.05 19.76
N 3.01 12.72 22.06
H 2.50 14.01 19.95
H 2.84 12.64 18.83
H 3.31 13.68 22.14
H 3.13 12.08 22.83
C 6.45 12.30 14.57
O 6.45 13.02 15.55
N 7.19 11.15 14.39
N 5.71 12.64 13.52
H 7.65 10.68 15.15
H 7.19 10.72 13.49
H 5.21 13.52 13.63
H 5.52 11.88 12.88
C 4.92 15.31 19.87
O 3.94 15.75 20.50
N 5.00 15.25 18.53
N 6.04 14.87 20.49
H 5.48 14.45 18.15
H 4.19 15.64 18.04
H 6.14 14.83 21.49
H 6.80 14.69 19.87
C 0.95 9.81 17.90
O 2.08 9.69 17.45
N 0.60 9.61 19.22
N -0.13 10.16 17.08
H -0.21 10.11 19.60
H 1.47 9.76 19.73
H -0.99 10.28 17.59
H 0.14 10.74 16.28
C -1.96 16.72 20.06
O -1.16 17.70 20.18
N -3.08 16.69 19.29
N -1.55 15.60 20.87
H -3.66 15.95 19.66
H -2.83 16.63 18.32
H -2.12 14.95 21.36
H -0.66 15.81 21.34
C -2.60 17.27 11.64
O -1.68 17.21 10.83
N -3.91 17.45 11.17
N -2.52 17.01 12.96
H -4.52 17.95 11.78
H -3.98 17.74 10.21
H -1.59 16.97 13.38
H -3.31 16.70 13.47
C 1.29 16.87 13.72
O 0.22 17.37 14.18
N 1.40 16.79 12.36
N 2.39 16.58 14.43
H 0.61 17.25 11.85
H 2.32 16.73 11.91
H 3.26 16.30 14.06
H 2.36 16.94 15.41
C 2.69 12.85 15.91
O 1.44 12.81 15.77
N 3.35 13.97 15.61
N 3.43 11.84 16.36
H 2.89 14.85 15.37
H 4.33 13.93 15.67
H 2.87 11.02 16.55
H 4.40 11.58 16.24
C -1.44 15.18 16.41
O -2.26 16.09 16.59
N -0.53 14.95 17.37
N -1.47 14.25 15.47
H -0.16 15.75 17.81
H 0.25 14.38 16.95
H -0.65 13.66 15.33
H -2.26 14.20 14.89
C 1.69 17.47 17.70
O 2.68 16.99 17.15
N 0.60 17.95 17.08
N 1.55 17.31 19.06
H 0.54 18.11 16.07
H -0.06 18.49 17.58
H 2.43 17.05 19.52
H 0.90 17.74 19.70
C 6.01 16.78 15.60
O 4.96 16.41 15.13
N 6.21 18.06 16.12
N 7.14 15.96 15.65
H 5.43 18.65 16.37
H 7.04 18.50 16.45
H 7.05 14.99 15.44
H 8.05 16.25 15.97
C 0.33 12.94 11.53
O 0.15 11.72 11.26
N 0.04 13.98 10.62
N 0.83 13.39 12.71
H -0.35 13.76 9.76
H 0.04 14.97 10.83
H 0.89 14.32 13.03
H 0.88 12.73 13.45
C -1.61 12.15 19.66
O -1.78 10.92 19.81
N -0.36 12.83 19.81
N -2.59 13.10 19.27
H 0.58 12.42 19.98
H -0.38 13.67 19.25
H -2.22 13.80 18.64
H -3.51 12.77 19.03
C 3.70 10.38 11.62
O 4.92 10.23 11.83
N 3.22 11.22 10.69
N 2.75 9.66 12.32
H 2.24 11.15 10.52
H 3.87 11.75 10.14
H 3.19 9.10 13.02
H 1.73 9.78 12.23
C 5.92 9.57 17.40
O 7.07 9.72 16.98
N 5.45 10.19 18.50
N 5.02 8.73 16.72
H 6.05 10.88 18.92
H 4.63 9.86 19.01
H 3.99 8.81 16.65
H 5.41 8.42 15.82
*
```

Properties
**Energy above the lowest of the compared OMol25 structures with the same formula, charge and spin**: 20.73 kJ/mol
**HOMO**: -9.60 eV
**Electronic energy**: -91962.338 eV
**Largest force on an atom**: 5.2 eV Å⁻¹

***

(8)
A 2-piece molecular cluster, C2H8 overall in a non-equilibrium geometry. Source: the OMol25 dataset; level of theory: ωB97M-V with the def2-TZVPD basis set.

```
! wB97M-V def2-TZVPD RIJCOSX def2/J DEFGRID3
* xyz 0 1
C 1.83 0.68 2.81
H 1.81 1.41 3.62
H 1.27 1.02 1.98
H 1.74 -0.33 3.16
H 2.90 0.68 2.47
C -1.89 -0.72 -2.81
H -1.03 -1.23 -3.05
H -2.76 -1.29 -2.99
H -1.89 0.20 -3.41
H -1.98 -0.43 -1.77
*
```

Properties
**Energy above the lowest of the compared OMol25 structures with the same formula, charge and spin**: 27.72 kJ/mol
**HOMO**: -12.71 eV
**Structure (SMILES)**: C.C
**Electronic energy**: -2203.347 eV
**Largest force on an atom**: 3.1 eV Å⁻¹

***

(9)
One molecule with the formula C4H9NO. Source: the OMol25 dataset; level of theory: ωB97M-V with the def2-TZVPD basis set.

```
! wB97M-V def2-TZVPD RIJCOSX def2/J DEFGRID3
* xyz 0 1
C -0.81 -1.08 0.99
C -0.30 -0.41 -0.28
C -1.03 0.92 -0.55
C 1.22 -0.36 -0.29
O 1.87 -1.39 -0.41
N 1.84 0.86 -0.24
H -0.79 -0.39 1.85
H -0.21 -1.96 1.23
H -1.85 -1.40 0.86
H -0.45 -1.13 -1.10
H -0.64 1.44 -1.43
H -2.10 0.74 -0.72
H -0.95 1.59 0.31
H 1.36 1.70 0.03
H 2.85 0.85 -0.24
*
```

Properties
**Energy above the lowest of the compared OMol25 structures with the same formula, charge and spin**: 8.39 kJ/mol
**HOMO**: -9.66 eV
**Structure (SMILES)**: CC(C)C(N)=O
**Electronic energy**: -7832.233 eV
**Largest force on an atom**: 0.4 eV Å⁻¹

***

(10)
A 2-piece molecular cluster, C3H12N3S overall in a non-equilibrium geometry. Source: the OMol25 dataset; level of theory: ωB97M-V with the def2-TZVPD basis set.

```
! wB97M-V def2-TZVPD RIJCOSX def2/J DEFGRID3
* xyz 1 1
C -0.29 0.89 -3.56
C 1.66 -0.29 1.65
C -0.38 0.23 -2.15
N -0.17 -0.48 3.47
N -1.09 0.57 -1.15
N -0.70 -0.89 0.89
S 0.30 -1.30 2.14
H 0.13 0.39 -4.52
H 0.17 1.89 -3.42
H -1.36 1.23 -3.78
H 2.25 -0.59 0.75
H 2.41 -0.09 2.42
H 1.30 0.75 1.50
H 0.25 -0.69 -1.92
H -0.97 -0.86 3.84
H 0.48 -0.48 4.24
H -1.89 1.23 -1.15
H -0.65 -0.01 0.24
H -1.43 -1.49 0.51
*
```

Properties
**Energy above the lowest of the compared OMol25 structures with the same formula, charge and spin**: 361.96 kJ/mol
**HOMO**: -13.57 eV
**Electronic energy**: -18602.488 eV
**Largest force on an atom**: 3.3 eV Å⁻¹

***

Q: Which value of HOMO does entry 4 give?
A: -8.99 eV